{"formula": "C3H7N3O2", "method": "ωB97M-V with the def2-TZVPD basis set", "homo_energy_ev": -9.7, "e_tot_ha": -433.064500, "e_above_lowest_kj_mol": 678.09, "lumo_energy_ev": 0.54, "smiles": "[H]/N=C(/N)ON(C)C=O", "gap_ev": 10.3, "symbols": ["H", "N", "C", "N", "O", "N", "C", "C", "O", "H", "H", "H", "H", "H", "H"], "coordinates": [[1.732, 0.079, 1.558], [1.255, 1.068, 1.493], [0.119, 1.195, 0.991], [-0.843, 2.251, 0.787], [-0.687, 0.410, 0.032], [0.108, -0.730, -0.433], [-0.554, -1.903, -0.057], [1.036, -0.383, -1.527], [1.466, -1.172, -2.500], [-1.728, 2.233, 0.059], [-0.924, 3.273, 1.287], [-1.481, -2.027, -0.702], [-0.023, -2.727, -0.372], [-0.626, -2.325, 1.083], [1.148, 0.760, -1.698]], "nbo_charge": [0.4057, -0.7416, 0.7070, -0.8998, -0.4064, -0.2093, -0.4433, 0.4923, -0.5848, 0.4414, 0.4054, 0.2067, 0.2312, 0.2226, 0.1728]}

---

{"formula": "C3H7N3O2", "method": "ωB97M-V with the def2-TZVPD basis set", "homo_energy_ev": -9.3, "e_tot_ha": -432.899148, "e_above_lowest_kj_mol": 1112.22, "lumo_energy_ev": 0.56, "gap_ev": 9.9, "symbols": ["C", "C", "C", "H", "H", "H", "H", "H", "H", "H", "N", "N", "N", "O", "O"], "coordinates": [[1.774, 0.817, 2.802], [0.965, 0.974, 1.626], [-0.104, -0.519, -1.049], [2.867, 0.187, 2.609], [1.933, 2.035, 3.571], [0.652, 0.366, 3.518], [0.276, 1.844, 1.713], [0.918, -1.842, -2.196], [-1.016, -0.580, -2.866], [-3.428, -0.142, -1.392], [0.900, 0.142, 0.794], [0.873, -1.074, -1.404], [-1.370, -0.095, -1.766], [-0.131, 0.431, -0.091], [-2.473, -0.719, -0.985]], "nbo_charge": [-0.6257, 0.0063, 0.6510, 0.2720, 0.2205, 0.2395, 0.1787, 0.3864, 0.3089, 0.4700, -0.1477, -0.6809, -0.3489, -0.3649, -0.5653]}

---

{"formula": "C3H7N3O2", "method": "ωB97M-V with the def2-TZVPD basis set", "homo_energy_ev": -9.7, "e_tot_ha": -433.121690, "e_above_lowest_kj_mol": 527.93, "lumo_energy_ev": 0.52, "smiles": "[H]/N=C(/CO)N(N)C=O", "gap_ev": 10.2, "symbols": ["H", "N", "C", "C", "O", "N", "N", "C", "O", "H", "H", "H", "H", "H", "H"], "coordinates": [[-0.237, 2.514, 0.057], [-0.903, 1.749, 0.178], [-0.528, 0.545, 0.199], [-1.594, -0.604, 0.147], [-2.890, -0.317, -0.182], [0.716, -0.039, 0.064], [1.039, -1.367, 0.066], [1.968, 0.656, 0.024], [3.020, 0.130, -0.104], [-1.351, -1.369, 1.034], [-1.377, -1.381, -0.632], [-2.890, 0.771, -0.599], [1.720, -1.300, -0.868], [1.500, -1.760, 0.949], [1.807, 1.773, -0.334]], "nbo_charge": [0.3621, -0.7147, 0.4423, -0.1266, -0.7086, -0.3398, -0.6585, 0.5329, -0.5505, 0.1907, 0.1994, 0.4914, 0.3880, 0.3807, 0.1110]}

---

{"formula": "C3H7N3O2", "method": "ωB97M-V with the def2-TZVPD basis set", "homo_energy_ev": -9.4, "e_tot_ha": -433.092577, "e_above_lowest_kj_mol": 604.37, "lumo_energy_ev": 0.61, "smiles": "C#[N+][O-].CN(N)C=O", "gap_ev": 10.0, "symbols": ["C", "N", "O", "H", "C", "N", "N", "C", "O", "H", "H", "H", "H", "H", "H"], "coordinates": [[-0.655, 1.877, -1.795], [-0.621, 0.872, -2.369], [-0.523, -0.306, -2.496], [-0.501, 2.994, -1.784], [0.721, -1.492, 0.490], [0.099, -0.233, 0.828], [-1.273, -0.217, 0.906], [0.892, 0.868, 0.930], [2.123, 0.849, 0.725], [0.978, -1.537, -0.547], [1.598, -1.597, 1.106], [-0.017, -2.213, 0.739], [-1.747, -0.857, 0.157], [-1.596, -0.754, 1.716], [0.522, 1.746, 1.394]], "nbo_charge": [-0.0310, 0.1825, -0.4077, 0.2595, -0.4235, -0.2802, -0.6327, 0.5002, -0.6280, 0.2178, 0.2227, 0.1902, 0.3527, 0.3394, 0.1381]}

---

{"formula": "C3H7N3O2", "method": "ωB97M-V with the def2-TZVPD basis set", "homo_energy_ev": -8.6, "e_tot_ha": -433.219160, "e_above_lowest_kj_mol": 272.03, "lumo_energy_ev": 0.74, "smiles": "N/N=C(/CO)NC=O", "gap_ev": 9.4, "symbols": ["N", "N", "C", "C", "O", "N", "C", "O", "H", "H", "H", "H", "H", "H", "H"], "coordinates": [[-1.721, -0.730, 1.115], [-1.021, -1.105, 0.005], [-0.004, -0.375, -0.287], [0.698, -0.688, -1.610], [0.701, 0.454, -2.456], [0.541, 0.817, 0.300], [0.515, 1.169, 1.634], [0.290, 0.416, 2.542], [-1.097, -0.307, 1.816], [-2.306, -1.476, 1.520], [0.226, -1.595, -2.022], [1.772, -0.911, -1.422], [-0.222, 0.753, -2.575], [1.134, 1.312, -0.357], [0.495, 2.264, 1.798]], "nbo_charge": [-0.6561, -0.2333, 0.2794, -0.1030, -0.7230, -0.6648, 0.5384, -0.5880, 0.3726, 0.3674, 0.1967, 0.1817, 0.4738, 0.4280, 0.1300]}

---

{"formula": "C3H7N3O2", "method": "ωB97M-V with the def2-TZVPD basis set", "homo_energy_ev": -8.2, "e_tot_ha": -433.180498, "e_above_lowest_kj_mol": 373.53, "lumo_energy_ev": 0.83, "smiles": "CN/C(=N/N)OC=O", "gap_ev": 9.0, "symbols": ["C", "N", "C", "N", "N", "O", "C", "O", "H", "H", "H", "H", "H", "H", "H"], "coordinates": [[1.722, 1.220, 1.097], [0.965, 0.830, -0.158], [0.107, -0.164, -0.169], [-0.259, -0.818, 0.829], [-1.126, -1.884, 0.577], [-0.176, -0.504, -1.536], [-1.368, -0.101, -1.803], [-2.137, 0.548, -1.129], [2.631, 0.382, 1.218], [2.114, 2.274, 1.036], [1.077, 1.075, 2.053], [1.264, 1.442, -0.974], [-1.260, -2.412, 1.509], [-2.062, -1.613, 0.396], [-1.492, -0.273, -2.945]], "nbo_charge": [-0.4305, -0.6256, 0.6455, -0.3809, -0.6769, -0.4777, 0.6481, -0.5892, 0.1976, 0.2141, 0.2358, 0.4216, 0.3553, 0.3514, 0.1116]}

---

{"formula": "C3H7N3O3", "method": "ωB97M-V with the def2-TZVPD basis set", "homo_energy_ev": -9.2, "e_tot_ha": -508.381830, "e_above_lowest_kj_mol": 467.41, "lumo_energy_ev": 0.36, "gap_ev": 9.6, "symbols": ["C", "C", "C", "N", "N", "O", "O", "N", "O", "H", "H", "H", "H", "H", "H", "H"], "coordinates": [[-0.432, 1.907, 0.325], [-1.746, -0.329, 0.258], [0.554, -0.958, -0.317], [1.278, -1.522, 0.683], [1.248, -0.497, -1.384], [-1.445, -1.579, 0.707], [-0.437, 0.568, 0.764], [-0.740, -1.369, -0.596], [-2.793, 0.236, 0.090], [0.714, -1.807, 1.473], [2.271, -1.343, 0.709], [2.122, -0.034, -1.188], [0.683, -0.094, -2.118], [-0.285, 2.577, 1.176], [0.375, 2.060, -0.406], [-1.366, 2.184, -0.175]], "nbo_charge": [-0.2577, 0.9431, 0.6936, -0.7878, -0.7803, -0.4072, -0.6491, -0.3163, -0.6124, 0.4324, 0.4003, 0.3962, 0.4160, 0.1810, 0.1453, 0.2028]}

---

{"formula": "C3H7N3O3", "method": "ωB97M-V with the def2-TZVPD basis set", "homo_energy_ev": -8.5, "e_tot_ha": -508.420635, "e_above_lowest_kj_mol": 365.53, "lumo_energy_ev": 0.54, "smiles": "CN/N=C(/NO)C(=O)O", "gap_ev": 9.0, "symbols": ["C", "N", "N", "C", "N", "O", "C", "O", "O", "H", "H", "H", "H", "H", "H", "H"], "coordinates": [[-2.850, -0.242, 0.208], [-1.590, 0.299, -0.118], [-0.540, -0.490, -0.164], [0.651, -0.069, -0.287], [1.672, -1.054, -0.534], [2.626, -1.103, 0.521], [1.082, 1.345, -0.134], [0.265, 2.267, -0.001], [2.376, 1.604, 0.015], [-3.649, 0.438, -0.094], [-2.975, -1.141, -0.371], [-3.003, -0.473, 1.276], [-1.449, 1.321, -0.016], [1.174, -1.944, -0.545], [3.367, -1.507, 0.056], [2.843, 0.747, 0.189]], "nbo_charge": [-0.4091, -0.3948, -0.1817, 0.1123, -0.3466, -0.5941, 0.7242, -0.6115, -0.6564, 0.2084, 0.2069, 0.1850, 0.4117, 0.3616, 0.4797, 0.5041]}

---

{"formula": "C3H7N3O3S", "method": "ωB97M-V with the def2-TZVPD basis set", "homo_energy_ev": -9.4, "e_tot_ha": -906.565190, "e_above_lowest_kj_mol": 153.70, "lumo_energy_ev": 0.52, "gap_ev": 9.9, "symbols": ["C", "C", "C", "N", "N", "N", "O", "O", "O", "S", "H", "H", "H", "H", "H", "H", "H"], "coordinates": [[-1.122, -1.371, -0.101], [-0.449, 0.694, 0.091], [-0.411, 2.153, 0.085], [0.379, -1.380, -0.001], [0.673, 0.012, 0.192], [3.103, -1.542, -0.091], [2.992, 0.766, -1.092], [3.315, 0.492, 1.367], [-1.577, -0.076, 0.012], [2.959, -0.048, 0.111], [-1.187, -1.669, -1.214], [-1.726, -1.940, 0.626], [0.541, 2.401, -0.234], [-0.873, 2.563, 0.973], [-1.068, 2.561, -0.683], [3.128, -1.768, -1.006], [0.613, -1.877, 0.863]], "nbo_charge": [0.0467, 0.5716, -0.6825, -0.4562, -0.3927, -1.0641, -0.9092, -0.8662, -0.4665, 2.3487, 0.1743, 0.1939, 0.2634, 0.2513, 0.2424, 0.3769, 0.3683]}

---

{"formula": "C3H7N3OS", "method": "ωB97M-V with the def2-TZVPD basis set", "homo_energy_ev": -9.2, "e_tot_ha": -756.198102, "e_above_lowest_kj_mol": 95.07, "lumo_energy_ev": 0.75, "smiles": "CN=C(N)N.O=C=S", "gap_ev": 10.0, "symbols": ["C", "N", "C", "N", "N", "H", "H", "H", "H", "H", "H", "H", "O", "C", "S"], "coordinates": [[-0.142, -1.594, -0.423], [-0.369, -0.204, 0.039], [0.666, 0.507, 0.251], [0.574, 1.850, 0.589], [1.950, 0.015, 0.156], [-1.072, -2.008, -0.626], [0.448, -1.673, -1.286], [0.298, -2.338, 0.319], [-0.412, 2.021, 0.626], [1.002, 2.606, 0.016], [2.808, 0.459, 0.488], [1.914, -0.948, -0.170], [-2.198, 1.628, -0.354], [-2.386, 0.477, -0.089], [-3.080, -0.797, 0.463]], "nbo_charge": [-0.4547, -0.5593, 0.6169, -0.8374, -0.8448, 0.2251, 0.1833, 0.1859, 0.4001, 0.3959, 0.4161, 0.3985, -0.5536, 0.4548, -0.0268]}

---

{"formula": "C3H7N3OS", "method": "ωB97M-V with the def2-TZVPD basis set", "homo_energy_ev": -8.9, "e_tot_ha": -756.131667, "e_above_lowest_kj_mol": 269.49, "lumo_energy_ev": 0.78, "smiles": "[H]/N=C(\\C/C=N/O)NS", "gap_ev": 9.6, "symbols": ["H", "N", "C", "C", "C", "N", "O", "N", "S", "H", "H", "H", "H", "H", "H"], "coordinates": [[-2.642, 0.542, -0.769], [-1.927, 1.227, -0.581], [-0.770, 0.677, -0.588], [-0.500, -0.805, -0.819], [0.377, -1.537, 0.162], [1.162, -0.926, 0.959], [1.880, -1.823, 1.737], [0.379, 1.445, -0.444], [0.282, 3.134, -0.260], [-1.473, -1.325, -0.858], [-0.044, -0.910, -1.837], [0.335, -2.618, 0.131], [2.407, -1.254, 2.308], [1.118, 0.969, 0.095], [-0.584, 3.205, 0.764]], "nbo_charge": [0.3369, -0.6883, 0.4424, -0.5204, 0.0652, -0.1638, -0.5563, -0.7806, 0.1894, 0.2325, 0.2495, 0.1898, 0.4779, 0.4231, 0.1028]}

---

{"formula": "C3H7N3S", "method": "ωB97M-V with the def2-TZVPD basis set", "homo_energy_ev": -8.4, "e_tot_ha": -680.888894, "e_above_lowest_kj_mol": 245.07, "lumo_energy_ev": 0.81, "smiles": "C=C/C(=N/N)NS", "gap_ev": 9.2, "symbols": ["C", "C", "C", "N", "N", "N", "S", "H", "H", "H", "H", "H", "H", "H"], "coordinates": [[1.027, 2.100, 0.097], [-0.012, 1.388, -0.300], [-0.027, -0.071, -0.270], [1.044, -0.660, 0.032], [0.949, -2.059, 0.099], [-1.271, -0.705, -0.412], [-2.749, -0.022, 0.046], [1.947, 1.576, 0.482], [1.052, 3.183, 0.064], [-0.883, 1.934, -0.615], [0.986, -2.471, -0.833], [1.786, -2.378, 0.595], [-1.205, -1.711, -0.392], [-2.643, -0.105, 1.407]], "nbo_charge": [-0.3189, -0.2743, 0.3530, -0.3243, -0.7042, -0.7839, 0.2042, 0.2139, 0.1981, 0.2203, 0.3496, 0.3653, 0.4097, 0.0914]}